a) The following is a DFT calculation (ωB97M-V with the def2-TZVPD basis set) of 2 unconnected molecules or ions with the total composition C5H13NOS.

```
21
Properties=species:S:1:pos:R:3:lowdin_charge:R:1
C -1.73983 0.76820 1.72870 -0.020
C -1.15826 -0.61390 1.81610 -0.617
N -1.85201 -1.57372 1.14434 0.156
O -0.14646 -0.86541 2.43348 0.040
H -1.01711 1.49167 2.09615 0.084
H -2.56078 0.86714 2.44764 0.089
H -2.16589 0.97854 0.75563 0.070
H -1.57375 -2.53797 1.07648 0.107
H -2.71451 -1.42210 0.65212 0.098
C 1.10006 2.09901 -0.34263 -0.146
C 0.22964 1.29797 -1.28596 -0.574
S 0.99868 -0.07824 -2.25181 0.744
C 1.62040 -1.14969 -0.84837 -0.362
H 1.38164 1.45532 0.49044 0.064
H 0.41365 2.78785 0.16105 0.070
H 1.90956 2.58897 -0.87172 0.072
H -0.54208 0.80000 -0.69929 0.023
H -0.34990 1.79731 -2.06483 0.059
H 2.70146 -1.12709 -0.82761 0.024
H 1.20109 -0.75400 0.06971 0.002
H 1.22172 -2.12906 -1.07792 0.014
```

Gap between HOMO and LUMO, eV: 9.04
HOMO, eV: -8.36
Charge: 0
E_LUMO, eV: 0.69
Structure (SMILES): CC(N)=O.CCSC

***

b) The following is a DFT calculation (ωB97M-V with the def2-TZVPD basis set) of 2 unconnected molecules or ions with the total composition C5H13NOS.

```
21
Properties=species:S:1:pos:R:3:lowdin_charge:R:1
C 0.20153 -2.05479 2.78362 -0.018
C -0.14912 -0.60507 2.31141 -0.601
N -1.33422 -0.07815 2.14434 0.142
O 0.89453 0.06272 2.19472 -0.025
H -0.52788 -2.60269 3.38786 0.052
H 0.90123 -2.01192 3.67341 0.097
H 0.43920 -2.63296 1.87526 0.082
H -1.54131 0.74859 1.61776 0.061
H -2.24469 -0.49550 2.68954 0.193
C 0.98888 -0.60533 -1.85981 -0.203
C 0.86552 0.60117 -1.02153 -0.575
S -0.79071 1.20490 -1.13685 0.787
C -0.88989 2.27924 -2.55797 -0.432
H 0.68996 -0.54988 -2.87023 0.057
H 0.59724 -1.43644 -1.39460 0.040
H 2.04932 -0.87070 -1.85424 0.082
H 1.08840 0.31029 0.02864 0.055
H 1.61730 1.32869 -1.39064 0.095
H -1.96086 2.41280 -2.78193 0.033
H -0.43819 3.26574 -2.41316 0.034
H -0.45625 1.72929 -3.42560 0.042
```

Gap between HOMO and LUMO, eV: 9.00
HOMO, eV: -8.27
Charge: 0
E_LUMO, eV: 0.73
Structure (SMILES): CC(N)=O.CCSC

***

Which of them is the most stable, and which is the least stable? a) and b), in that order.

***

a) The following is a DFT calculation (ωB97M-V with the def2-TZVPD basis set) of a gas-phase ion, C2H8NSi (charge +1).

```
12
Properties=species:S:1:pos:R:3:lowdin_charge:R:1
C -2.12403 -0.82102 0.84618 -0.038
C -1.25499 0.10119 0.38594 -0.280
Si 0.27400 -0.45239 -0.73854 0.843
N 1.61447 0.25027 0.47704 0.020
H -1.87115 -1.80163 0.44563 0.039
H -2.94959 -0.66030 1.52936 0.077
H -1.42888 1.07604 0.79449 0.038
H 0.46311 -1.73402 -0.34365 -0.048
H 0.68377 0.23206 -1.95919 -0.022
H 1.96506 -0.14258 1.32765 0.109
H 1.35669 1.27909 0.74907 0.170
H 2.45724 0.41140 -0.05185 0.091
```

Gap between HOMO and LUMO, eV: 10.33
HOMO, eV: -14.50
Charge: +1
E_LUMO, eV: -4.18
Structure (SMILES): C=C[SiH2][NH3+]

***

b) The following is a DFT calculation (ωB97M-V with the def2-TZVPD basis set) of 2 unconnected molecules or ions with the total composition C2H8NSi.

```
12
Properties=species:S:1:pos:R:3:lowdin_charge:R:1
C 1.01224 0.49512 -0.48115 -0.279
C -0.22997 0.19727 0.30926 -0.476
N -1.45612 0.24289 -0.40732 0.145
Si 1.24626 -1.13439 0.56393 0.854
H 1.07441 0.58003 -1.55278 0.083
H 1.45958 1.20410 0.11065 0.029
H -0.62862 1.53807 1.71660 0.217
H -1.25004 0.73282 -1.20991 0.123
H -2.26993 0.62395 0.14480 0.192
H -1.69416 -0.74114 -0.62451 0.179
H 0.54314 -2.30573 -0.19301 -0.018
H 2.19319 -1.43300 1.62344 -0.049
```

Gap between HOMO and LUMO (spin up / spin down), eV: 8.45 / 8.41
HOMO (spin up / spin down), eV: -13.29 / -13.21
Charge: +1
E_LUMO (spin up / spin down), eV: -4.84 / -4.80

***

Which of them is the most stable, and which is the least stable? a) and b), in that order.

***

a) The following is a DFT calculation (ωB97M-V with the def2-TZVPD basis set) of 2 unconnected molecules or ions with the total composition C2H6O4S.

```
13
Properties=species:S:1:pos:R:3:lowdin_charge:R:1
O -3.62744 -0.22202 -1.22330 -0.235
S -3.55444 0.04251 0.18172 0.696
O -3.61343 1.39794 0.60993 -0.231
O -3.21834 -1.02783 1.06980 -0.235
C 1.36038 1.15474 -0.13583 -0.087
O 1.69450 -0.01591 -0.91748 -0.252
C 1.74728 -1.16574 -0.12030 -0.156
H 2.40802 1.42591 0.32059 0.127
H 1.08516 1.79536 -0.94279 0.076
H 0.62500 1.01348 0.57642 0.044
H 1.00394 -1.11480 0.75280 0.094
H 1.33798 -2.06121 -0.51714 0.065
H 2.75139 -1.22244 0.34557 0.094
```

Gap between HOMO and LUMO, eV: 8.55
HOMO, eV: -9.86
Charge: 0
E_LUMO, eV: -1.31
Structure (SMILES): O=S(=O)=O.COC

***

b) The following is a DFT calculation (ωB97M-V with the def2-TZVPD basis set) of a molecular structure, C2H6O4S.

```
13
Properties=species:S:1:pos:R:3:lowdin_charge:R:1
C -0.46860 0.07024 -0.62693 -0.224
C -0.12359 1.09626 0.42512 -0.353
O 2.63465 -0.98176 1.09646 -0.323
O 3.61622 0.63651 -0.51096 -0.304
O 0.19583 -1.17835 -0.39567 -0.135
O 1.17564 1.48012 0.28205 -0.190
S 2.58141 -0.20824 -0.14282 0.854
H -0.01036 0.51597 -1.48924 0.120
H -1.49850 -0.18017 -0.62917 0.113
H -0.45145 0.75552 1.54313 0.168
H -0.74416 1.90584 0.16535 0.103
H 0.30215 -1.30188 0.52732 0.051
H 2.26450 -0.97809 -1.25343 0.120
```

Gap between HOMO and LUMO, eV: 8.74
HOMO, eV: -10.28
Charge: 0
E_LUMO, eV: -1.54

***

Which of them is the most stable, and which is the least stable? a) and b), in that order.